{"formula": "C3H8O3S", "method": "ωB97M-V/def2-TZVPD", "species": ["O", "C", "O", "C", "C", "S", "H", "H", "H", "H", "H", "H", "O", "H", "H"], "coordinates": [[2.071, -1.597, 1.617], [1.157, -0.847, 1.419], [0.670, -0.021, 2.365], [0.407, -0.714, 0.111], [0.812, 0.581, -0.582], [-0.020, 0.648, -2.213], [1.173, -0.199, 3.176], [-0.655, -0.706, 0.320], [0.683, -1.576, -0.493], [0.486, 1.439, -0.007], [1.884, 0.618, -0.766], [0.134, 1.955, -2.450], [-2.841, -0.041, -0.503], [-2.252, 0.143, -1.257], [-3.708, 0.317, -0.739]], "lumo_ha": 0.0223, "largest_force_ev_per_a": 0.6, "charge": 0, "homo_lumo_gap_ev": 10.3, "energy_ev": -20218.9509, "relative_energy_kcal_mol": 0.0}